{"formula": "C4H10O2", "method": "ωB97M-V with the def2-TZVPD basis set", "e_lumo_ev": 0.89, "mol_weight_g_mol": 90.12, "e_above_lowest_ev": 5.203, "multiplicity": 1, "symbols": ["O", "O", "C", "C", "C", "C", "H", "H", "H", "H", "H", "H", "H", "H", "H", "H"], "positions_angstrom": [[-0.328588, -0.193598, -1.634029], [-0.273705, 0.139378, 1.799464], [0.286122, 0.510330, 0.563228], [-0.224358, 1.185114, 2.734901], [0.167587, -0.674650, -0.393566], [-0.528276, -1.130841, -2.592811], [-0.744960, 2.082271, 2.363961], [1.336111, 0.819579, 0.698454], [-1.117725, -0.690994, -3.391707], [0.721083, -1.206877, -3.496617], [-0.523652, -1.411635, 0.029322], [0.813486, 1.463064, 2.978148], [0.258317, -1.934777, -2.855613], [1.137831, -1.155980, -0.573398], [-0.256987, 1.364625, 0.128232], [-0.722285, 0.834992, 3.642031]], "forces_ev_per_a": [[0.1565, -0.0315, -0.0061], [-0.0211, -0.0884, -0.0130], [0.1000, 0.0074, -0.2653], [-0.0066, 0.1992, 0.2362], [0.1423, -0.0915, 0.0941], [1.9103, 0.1775, -1.4542], [0.0673, -0.1444, 0.0418], [-0.1626, -0.0656, -0.0216], [-0.0472, -0.5550, -0.1324], [-0.8130, 1.3060, 0.3213], [0.0780, 0.0716, -0.0357], [-0.1440, -0.0508, -0.0473], [-1.3157, -0.6790, 1.2249], [-0.0751, 0.0165, 0.1206], [0.0417, -0.1375, 0.0578], [0.0889, 0.0656, -0.1212]]}

{"formula": "C9H15N2O2", "method": "ωB97M-V with the def2-TZVPD basis set", "e_lumo_ev": -3.45, "mol_weight_g_mol": 183.23, "e_above_lowest_ev": 2.584, "total_charge": 1, "multiplicity": 1, "symbols": ["O", "O", "N", "N", "C", "C", "C", "C", "C", "C", "C", "C", "C", "H", "H", "H", "H", "H", "H", "H", "H", "H", "H", "H", "H", "H", "H", "H"], "positions_angstrom": [[3.426377, 0.384122, 0.111523], [1.496086, 1.193918, -0.335978], [-2.124689, -0.603032, -0.648497], [-0.656150, -1.875435, 0.610932], [1.752667, -2.062713, 0.401022], [0.389817, -1.096299, -1.448224], [4.002370, 1.660707, 0.546964], [2.232054, 0.265938, -0.269782], [0.599446, -2.461863, 0.956344], [-2.639579, 0.005667, 0.621888], [1.808676, -1.195625, -0.769518], [-2.091914, 1.389189, 0.791786], [-0.786660, -1.275723, -0.491093], [2.606134, -2.486009, 0.859256], [3.377826, 2.515249, 0.057062], [-2.554493, -0.768446, 1.447900], [-2.266515, 1.783657, 1.714416], [0.510782, -3.027017, 1.766573], [-2.121883, 0.211613, -1.227852], [-2.655862, -1.297214, -1.032964], [0.373410, -0.060709, -1.752401], [-3.769098, 0.190984, 0.449082], [-2.605148, 2.056005, 0.078647], [3.583011, 1.748030, 1.582047], [0.450152, -1.858518, -2.264809], [5.067804, 1.457169, 0.282306], [2.604705, -1.492486, -1.364439], [-1.059316, 1.384367, 0.613795]], "forces_ev_per_a": [[3.1539, -1.3090, 0.5758], [-2.4187, 1.6027, -0.1300], [2.6013, 1.7240, 1.6117], [-0.3597, 0.2150, -0.7850], [-1.5507, -1.4904, 1.0786], [0.8590, -0.3529, -0.4786], [-2.6986, 0.4413, -0.3407], [-1.2820, -1.3574, -1.2883], [0.0200, 3.1538, -3.3452], [-3.5537, -1.0266, 1.2894], [-1.8343, 2.6141, 2.1928], [-0.3849, -0.6994, -2.5196], [2.3927, -0.5634, 1.4418], [1.1162, -0.0884, 0.1374], [1.8592, -1.4198, 0.1256], [0.2596, 1.2785, -1.0523], [-0.5432, 0.8181, 2.6928], [0.0223, -2.5223, 3.1870], [0.4767, 0.3123, -1.3565], [-2.5789, -2.0685, -1.1937], [-0.3012, 0.1910, -0.9790], [1.6108, -0.8976, 0.1893], [0.3980, -0.1401, 0.0955], [1.6298, -0.0340, -0.3611], [-0.7591, 0.8710, 0.3525], [-0.9071, 1.1321, 0.8558], [1.0542, -0.6987, -1.7709], [1.7186, 0.3146, -0.2251]]}

{"formula": "C4H4N2O", "method": "ωB97M-V with the def2-TZVPD basis set", "e_lumo_ev": 0.05, "mol_weight_g_mol": 96.09, "e_above_lowest_ev": 4.184, "multiplicity": 1, "symbols": ["O", "N", "N", "C", "C", "C", "C", "H", "H", "H", "H"], "positions_angstrom": [[-2.541784, -0.541293, 0.528578], [0.626552, -0.874936, -0.595067], [0.976006, 1.219555, 0.186104], [1.130165, -0.135018, 0.477833], [-0.030208, 1.234948, -0.646674], [-0.502790, -0.118210, -0.956007], [-1.442103, -0.331879, 0.224476], [0.481360, -1.868039, -0.456695], [2.013236, -0.456385, 1.027507], [-0.187362, -0.283967, 1.157665], [-0.523068, 2.155221, -0.947718]], "forces_ev_per_a": [[0.3502, 0.0879, -0.0238], [-0.0611, -0.0392, 0.1822], [-0.2808, -0.1800, -0.1464], [0.1848, -0.0849, -0.0095], [0.0154, 0.0992, 0.0916], [0.1163, 0.0717, -0.0257], [-0.3725, -0.0759, 0.0590], [0.0881, 0.1488, -0.0340], [-0.1679, 0.0457, -0.0789], [0.0157, 0.0677, -0.0800], [0.1119, -0.1410, 0.0655]]}

{"formula": "C3H6N2O", "method": "ωB97M-V with the def2-TZVPD basis set", "e_lumo_ev": -0.15, "mol_weight_g_mol": 86.09, "e_above_lowest_ev": 3.352, "multiplicity": 1, "symbols": ["O", "N", "N", "C", "C", "C", "H", "H", "H", "H", "H", "H"], "positions_angstrom": [[-0.924000, 0.468582, -1.788889], [-2.287728, 0.814164, 0.390087], [-1.176267, 0.281392, 0.595793], [-0.401805, 0.082432, -0.541401], [1.597523, -0.652720, 0.680338], [0.864197, -0.420403, -0.551463], [-1.645988, 1.082324, -1.585875], [1.004900, -0.864492, 1.555537], [2.357076, -1.439724, 0.744114], [1.243267, -0.469566, -1.480445], [2.264985, 0.104080, 0.768033], [-2.896160, 1.013932, 1.214171]], "forces_ev_per_a": [[0.3030, -0.2960, 1.3216], [0.2015, 0.2817, -1.1356], [-1.0289, 0.3170, 1.5201], [0.7142, 0.0802, -2.4549], [0.0942, -3.0623, 0.5368], [-3.9173, 0.7598, 2.9390], [-0.2262, -0.1725, 0.0009], [-0.4055, 0.7021, 0.2003], [-0.4161, -0.7384, -0.9460], [1.7480, -0.2792, -2.9830], [1.6271, 3.1234, 0.9867], [1.3060, -0.7158, 0.0142]]}